# 1
DFT (wB97M-V/def2-TZVPD) results for a cluster of 6 separate species, C34H57BCl2FNO9S3 in total.

Summary:
Frontier orbital gap   8.484 eV
HOMO level   -8.52 eV
Spin multiplicity   1
Structure (SMILES)   C#CCc1c2c(cc(S(=O)(=O)F)c1B(O)OC)N(S)c1cc([C@H](Cl)CC)cc(Cl)c1S2.CC(C)O.CC(C)O.CC(C)O.CC(C)O.CC(C)O

```
108
C34H57BCl2FNO9S3, DFT wB97M-V/def2-TZVPD
C -4.37140 -3.86225 -2.36677
C -3.88523 -2.79743 -2.62782
C -3.49700 -1.39855 -2.87960
C -2.43059 -0.92275 -1.91336
C -1.18822 -0.49331 -2.37431
C -0.18671 -0.01806 -1.51263
C -0.46591 -0.00745 -0.16156
C -1.69426 -0.45403 0.31075
S -1.87368 -0.39002 2.06995
O -2.05129 -1.69862 2.60798
O -0.80301 0.37554 2.62386
F -3.20323 0.41419 2.34549
C -2.70977 -0.90756 -0.54301
B -4.15138 -1.35335 0.00504
O -4.33895 -2.35829 0.91935
O -5.25587 -0.69270 -0.51117
C -5.09212 0.73779 -0.54532
N 1.06001 0.37914 -2.07488
S 2.32130 0.71761 -0.96314
C 0.94784 1.32532 -3.12694
C 1.62973 2.53576 -3.16797
C 1.47438 3.40832 -4.23808
C 2.19299 4.74316 -4.27299
Cl 3.91050 4.54385 -4.73273
C 2.03305 5.52527 -2.95097
C 1.85139 7.02659 -3.21618
C 0.65432 3.08749 -5.31296
C -0.03716 1.88621 -5.27207
Cl -1.08316 1.41373 -6.58659
C 0.09535 1.02314 -4.19642
S -0.78888 -0.52011 -4.11113
H -4.88531 -4.76582 -2.14363
H -3.19065 -1.31601 -3.92094
H -4.37058 -0.75517 -2.76041
H 0.25445 0.34270 0.56313
H -4.59029 -2.01077 1.78180
H -4.52031 1.09349 0.30852
H -4.62010 1.08563 -1.46692
H -6.07324 1.20335 -0.45870
H 2.76251 -0.52333 -0.64096
H 2.28404 2.83713 -2.36097
H 1.71676 5.34133 -5.04844
H 2.88171 5.36219 -2.28800
H 1.12612 5.14947 -2.47516
H 1.92567 7.57346 -2.27649
H 0.87488 7.23216 -3.65664
H 2.61569 7.38595 -3.90753
H 0.54590 3.75026 -6.15955
C -4.00404 5.99404 0.57115
C -4.85270 4.76940 0.26680
C -6.04805 4.67339 1.20256
O -4.05827 3.58594 0.36421
H -3.60946 5.94162 1.58949
H -3.15123 6.04618 -0.10652
H -4.58426 6.91255 0.47282
H -5.20033 4.81406 -0.76631
H -5.71493 4.58111 2.23984
H -6.64482 3.78975 0.97288
H -6.68611 5.55446 1.12223
H -3.73606 3.52234 1.27036
C -2.92340 -1.08932 7.54573
C -4.04578 -1.21533 6.52684
C -3.96059 -2.53012 5.76588
O -4.00428 -0.11900 5.61402
H -1.95113 -1.10857 7.04586
H -2.99692 -0.14154 8.08010
H -2.95429 -1.90268 8.27235
H -5.00888 -1.14846 7.03481
H -3.02021 -2.59174 5.21161
H -4.77110 -2.60403 5.03951
H -4.02101 -3.38437 6.44215
H -3.15886 -0.15780 5.15327
C 0.06561 -3.71914 -2.21259
C 1.54804 -3.40485 -2.08488
C 2.40957 -4.62301 -2.37093
O 1.83121 -2.91284 -0.76878
H -0.22469 -4.49283 -1.49609
H -0.53557 -2.83563 -1.99571
H -0.17935 -4.06896 -3.21643
H 1.81074 -2.59902 -2.77332
H 2.19496 -5.42273 -1.65681
H 3.46215 -4.37681 -2.26683
H 2.23802 -5.00461 -3.37843
H 1.60145 -3.60541 -0.13990
C 6.51957 -0.00176 1.94259
C 5.35200 0.94283 2.18496
C 4.16131 0.21246 2.78823
O 4.96918 1.57328 0.96294
H 6.23392 -0.78795 1.23712
H 7.36264 0.53544 1.50732
H 6.84774 -0.47332 2.87012
H 5.66487 1.74609 2.85295
H 3.80640 -0.56818 2.10746
H 3.33198 0.90097 2.95277
H 4.42111 -0.25377 3.73973
H 4.68895 0.87449 0.35419
C 4.44296 -5.06045 1.16266
C 5.65147 -5.47926 0.33796
C 6.92645 -4.82752 0.85118
O 5.44617 -5.14512 -1.03398
H 4.29418 -3.97834 1.10085
H 3.53828 -5.53615 0.78102
H 4.56398 -5.33389 2.21194
H 5.75757 -6.56422 0.37105
H 6.85302 -3.73832 0.78190
H 7.78175 -5.13524 0.24918
H 7.11809 -5.09455 1.89157
H 5.35063 -4.18819 -1.08957
```


# 2
DFT (wB97M-V/def2-TZVPD) results for a cluster of 10 separate species, C13H43BrN19O11P in total.

Summary:
Frontier orbital gap   8.637 eV
HOMO level   -8.55 eV
Spin multiplicity   1
Structure (SMILES)   O=C1C[C@H](P(O)Br)CN1.NC(N)=O.NC(N)=O.NC(N)=O.NC(N)=O.NC(N)=O.NC(N)=O.NC(N)=O.NC(N)=O.NC(N)=O

```
88
C13H43BrN19O11P, DFT wB97M-V/def2-TZVPD
O 1.93742 4.18404 0.45560
C 1.47545 3.25660 0.94545
C 2.19068 2.13502 1.71852
C 1.27276 2.08151 2.97200
P 1.25151 0.38736 3.65946
O 0.55379 -0.45064 2.42058
Br -0.29996 0.47191 5.29993
C -0.05000 2.76342 2.49010
N 0.07912 2.92039 1.04137
H 3.16320 2.45126 2.07223
H 2.26121 1.22240 1.14395
H 1.82233 2.63561 3.72576
H 1.25568 -0.93669 1.97118
H -0.99267 2.38603 2.84253
H 0.03009 3.78428 2.84295
H -0.07802 2.05034 0.53931
C -1.50725 -0.86795 -0.52907
O -0.91867 0.20236 -0.53761
N -2.26640 -1.28723 -1.59488
N -1.46830 -1.73312 0.51784
H -2.75862 -2.16148 -1.61702
H -2.31523 -0.67952 -2.39300
H -0.92948 -1.45260 1.31633
H -1.94777 -2.61441 0.54490
C -3.21043 4.92907 3.37156
O -2.20991 4.87227 4.06148
N -4.04882 3.86056 3.20623
N -3.57752 6.06261 2.70377
H -4.87547 3.88424 2.64060
H -3.80810 3.01214 3.68337
H -2.98185 6.86356 2.80114
H -4.39493 6.12946 2.12846
C -3.29229 -3.73394 3.19913
O -2.56142 -3.62624 2.22606
N -3.42012 -2.74097 4.12182
N -4.03271 -4.85475 3.43610
H -4.01069 -2.80518 4.92885
H -2.88311 -1.90462 3.97547
H -3.95684 -5.60365 2.77327
H -4.63722 -4.96387 4.22783
C 0.01953 -3.51921 -4.10404
O -0.43430 -2.47990 -4.57367
N 0.10914 -3.72529 -2.75811
N 0.46202 -4.54137 -4.87671
H 0.47058 -4.56559 -2.34851
H -0.21017 -2.98409 -2.15892
H 0.40545 -4.42017 -5.86996
H 0.82574 -5.40466 -4.51641
C 1.44747 1.06592 -5.78782
O 2.02469 2.13965 -5.79647
N 0.67674 0.63764 -6.83513
N 1.51254 0.19584 -4.74230
H 0.19314 -0.24117 -6.84142
H 0.59996 1.24731 -7.62702
H 2.06374 0.46907 -3.95086
H 1.03733 -0.69105 -4.73004
C 5.52600 4.59313 1.27776
O 4.92977 4.29984 2.30782
N 4.93933 4.53950 0.05156
N 6.82830 4.98682 1.30357
H 5.41367 4.76811 -0.80065
H 3.97538 4.25032 0.01743
H 7.28329 5.01331 2.20463
H 7.34914 5.23112 0.48357
C 7.33856 3.79722 5.06875
O 8.01847 4.21522 4.14189
N 6.03882 3.43257 4.91577
N 7.84150 3.67075 6.33624
H 5.46273 3.09523 5.66272
H 5.65457 3.52203 3.98750
H 8.79809 3.93513 6.47865
H 7.30718 3.33325 7.11324
C -0.75136 -8.14817 -5.42726
O 0.12620 -7.39510 -5.03893
N -1.03680 -9.32327 -4.79553
N -1.51646 -7.87495 -6.52269
H -1.75266 -9.95646 -5.09659
H -0.49049 -9.55335 -3.98645
H -1.33268 -7.01717 -7.00878
H -2.24190 -8.47904 -6.85862
C -6.61386 -0.34608 -1.65497
O -7.81613 -0.49477 -1.54015
N -6.06159 0.48048 -2.59401
N -5.71272 -0.99157 -0.85490
H -5.07468 0.61850 -2.70167
H -6.69260 0.97145 -3.19922
H -6.08237 -1.60435 -0.15253
H -4.71772 -0.88220 -0.93427
```


# 3
DFT (wB97M-V/def2-TZVPD) results for an isolated molecule of C11H16N6O3S.

Summary:
Frontier orbital gap   8.877 eV
HOMO level   -8.36 eV
Energy relative to the best compared isomer or geometry (same formula, charge and spin)   0.0 kcal per mole
Spin multiplicity   1
Structure (SMILES)   CCOC(=O)C1=C(CSc2n[nH]c(N)n2)NC(=O)N[C@H]1C

```
37
C11H16N6O3S, DFT wB97M-V/def2-TZVPD
C 3.22745 1.09743 4.21945
C 2.27742 2.05446 3.51279
H 1.31438 2.08060 4.03326
H 2.70018 3.06016 3.45858
O 2.06044 1.67303 2.15656
C 1.13705 0.71372 1.93898
O 0.50191 0.21282 2.84346
C 1.03405 0.38232 0.52114
C 0.12870 -0.49288 0.01340
N 0.15216 -0.80948 -1.31561
C 1.20238 -0.51688 -2.16846
O 1.25436 -0.97706 -3.28820
N 2.16986 0.25211 -1.61619
H 2.91079 0.52375 -2.24469
C 1.97449 1.07967 -0.43929
C 1.41534 2.45716 -0.82277
H 0.43761 2.34666 -1.28667
H 1.31641 3.07164 0.06672
H 2.08279 2.95516 -1.52291
H 2.95180 1.21355 0.03721
H -0.58084 -1.43412 -1.66231
C -0.95578 -1.15952 0.78950
H -0.79945 -1.02747 1.85806
H -1.04473 -2.21160 0.52440
S -2.59207 -0.38970 0.44405
C -3.07175 -1.25754 -0.97738
N -2.29876 -2.09857 -1.63695
N -3.09695 -2.53070 -2.65270
C -4.29889 -1.91628 -2.55079
N -4.31140 -1.11985 -1.50169
N -5.30596 -2.06225 -3.44559
H -5.34243 -2.91799 -3.97383
H -6.19097 -1.69571 -3.13613
H -2.72855 -3.14968 -3.35491
H 4.16916 1.03325 3.67930
H 3.41877 1.45215 5.22811
H 2.78102 0.10766 4.27208
```


# 4
DFT (wB97M-V/def2-TZVPD) results for the ion BrClO2P with charge -1.

Summary:
Total charge   -1
Frontier orbital gap (spin up / spin down)   8.015 / 8.015 eV
HOMO level (spin up / spin down)   -5.10 / -5.10 eV
Energy relative to the best compared isomer or geometry (same formula, charge and spin)   78.6 kcal per mole
Spin multiplicity   1
Structure (SMILES)   O=[P@]([O-])(Cl)Br

```
5
BrClO2P, DFT wB97M-V/def2-TZVPD
O -0.94168 -1.37875 -1.27256
O -0.49078 -0.20212 1.55775
P -0.17015 -0.06066 0.15120
Cl -0.51746 2.04196 -0.38724
Br 2.12007 -0.40042 -0.04915
```